Record 1
Density functional theory data (the ωB97M-V functional and the def2-TZVPD basis) for a single C5H8OS molecule.

net charge: 0
HOMO energy: -9.5 eV
energy: -668.6634 Eh
relative energy (zero: lowest compared OMol25 entry of this formula, charge and spin): 47.15 kcal/mol
structure (SMILES): O[C@H]1C=CC[C@H]1S
Kohn-Sham gap: 10.1 eV

Structure (XYZ):
```
15
Properties=species:S:1:pos:R:3:mulliken_charge:R:1
O -0.348 1.785 -0.528 -0.53
C -0.659 0.849 0.517 0.27
C -2.026 0.268 0.116 -0.84
C -1.884 -1.000 -0.194 -0.23
C -0.415 -1.406 -0.272 -0.84
C 0.372 -0.312 0.570 -0.23
S 2.067 -0.099 -0.137 -0.27
H 0.807 1.806 -0.339 0.35
H -0.756 1.352 1.559 0.18
H -2.900 0.888 -0.025 0.40
H -2.537 -1.803 -0.399 0.47
H -0.024 -1.477 -1.305 0.33
H -0.249 -2.371 0.111 0.43
H 0.341 -0.714 1.570 0.36
H 2.686 -0.767 0.823 0.15
```

=====

Record 2
Density functional theory data (the ωB97M-V functional and the def2-TZVPD basis) for a molecular structure, C5H15N4O3Tl.

2S+1: 2
expectation value of S²: 0.754
net charge: +1
HOMO energy (alpha / beta): -13.0 / -13.0 eV
energy: -816.4936 Eh
Kohn-Sham gap (alpha / beta): 9.8 / 8.5 eV

Structure (XYZ):
```
28
Properties=species:S:1:pos:R:3:mulliken_charge:R:1
Tl -0.307 -0.019 1.562 0.93
C -5.317 0.381 0.182 -1.36
C -4.013 0.642 -0.503 0.68
C -3.558 2.137 -0.498 -1.08
O -2.916 -0.073 0.101 -0.37
H -5.477 -0.690 0.062 0.37
H -6.304 0.654 -0.192 0.39
H -5.243 0.484 1.265 0.32
H -4.182 0.406 -1.553 0.20
H -2.681 2.298 0.128 0.24
H -4.334 2.645 0.075 0.35
H -3.590 2.504 -1.524 0.29
C 3.638 1.302 1.044 0.65
O 2.473 0.829 1.046 -0.65
N 3.973 2.318 0.280 -0.40
N 4.484 1.045 2.012 -0.41
H 4.891 2.676 0.502 0.17
H 3.226 2.842 -0.154 0.24
H 5.418 1.429 2.008 0.19
H 4.025 0.399 2.638 0.23
C 1.584 -2.650 -0.864 0.62
O 0.782 -1.853 -0.419 -0.61
N 2.206 -2.562 -1.973 -0.37
N 1.884 -3.807 -0.355 -0.39
H 2.888 -3.251 -2.258 0.18
H 2.347 -1.668 -2.420 0.24
H 2.538 -4.447 -0.782 0.16
H 1.563 -3.971 0.589 0.20
```

=====

Record 3
Density functional theory data (the ωB97M-V functional and the def2-TZVPD basis) for a molecular structure, C42H34N7O2TeTl.

net charge: -2
HOMO energy (alpha / beta): -0.4 / -1.1 eV
energy: -2595.0605 Eh
relative energy (zero: lowest compared OMol25 entry of this formula, charge and spin): 105.20 kcal/mol
Kohn-Sham gap (alpha / beta): 4.5 / 5.3 eV

Structure (XYZ):
```
87
Properties=species:S:1:pos:R:3:mulliken_charge:R:1
Tl -1.100 -1.446 -1.129 0.85
O 0.654 3.708 -1.558 -0.79
C -0.209 4.422 -2.145 0.10
C -0.690 5.660 -1.605 -0.29
C -1.574 6.463 -2.285 -0.54
C -2.058 6.106 -3.551 -0.64
C -1.636 4.903 -4.088 -0.51
C -0.762 4.045 -3.421 0.66
C -0.449 2.773 -4.074 -0.35
N 0.073 1.738 -3.558 0.16
C 0.253 0.604 -4.435 -0.71
C 1.655 0.007 -4.343 -0.84
N 1.898 -0.764 -3.136 0.19
C 2.506 -1.861 -3.284 -0.18
C 2.954 -2.817 -2.240 0.21
C 3.464 -4.020 -2.738 -0.90
C 3.968 -5.005 -1.912 -0.78
C 3.990 -4.758 -0.543 -0.63
C 3.490 -3.573 -0.044 -0.84
C 2.863 -2.614 -0.852 1.30
O 0.816 -2.488 -0.056 -0.80
H -0.311 5.950 -0.631 0.35
H -1.900 7.394 -1.831 0.35
H -2.747 6.746 -4.087 0.35
H -2.007 4.594 -5.063 0.27
H -0.743 2.752 -5.143 0.02
H 0.076 0.881 -5.490 0.48
H -0.471 -0.175 -4.174 0.06
H 2.371 0.834 -4.373 0.26
H 1.829 -0.618 -5.235 0.37
H 2.769 -2.196 -4.304 0.07
H 3.472 -4.165 -3.814 0.33
H 4.367 -5.924 -2.322 0.38
H 4.420 -5.485 0.136 0.36
H 3.514 -3.385 1.024 0.40
C 3.805 -0.677 0.599 -0.86
C 3.422 0.177 1.543 -0.86
C 1.987 0.522 1.709 -0.80
C 1.022 -0.609 1.460 0.19
N 1.505 -1.508 0.601 0.57
C 2.701 -1.238 -0.244 0.77
N -0.086 -0.563 2.173 -0.26
C -1.215 -1.302 2.130 -0.31
N -1.713 -2.091 1.143 -0.23
C -2.923 -2.587 1.538 -0.69
N -3.722 -3.478 0.939 -0.58
C -3.485 -4.063 -0.241 0.25
C -4.275 -5.216 -0.551 -0.71
C -4.095 -5.897 -1.718 -0.16
C -3.130 -5.450 -2.639 -0.99
C -2.426 -4.319 -2.296 0.05
N -2.581 -3.631 -1.162 -0.10
C -3.240 -2.063 2.851 0.07
C -4.325 -2.243 3.709 -0.01
C -4.314 -1.587 4.926 -0.59
C -3.230 -0.763 5.297 -0.69
C -2.147 -0.593 4.456 -0.22
C -2.158 -1.249 3.224 0.45
H 4.840 -0.924 0.401 0.51
H 4.140 0.686 2.177 0.38
H 1.763 0.965 2.676 0.93
H 2.397 -0.532 -1.020 -0.27
H -5.003 -5.525 0.188 0.40
H -4.692 -6.778 -1.933 0.35
H -2.942 -5.960 -3.574 0.36
H -1.677 -3.922 -2.979 0.33
H -5.149 -2.881 3.415 0.50
H -5.148 -1.704 5.609 0.35
H -3.251 -0.260 6.257 0.38
H -1.304 0.029 4.733 0.61
C 2.163 4.322 1.490 -1.38
Te 1.490 2.034 0.175 0.30
C -0.160 2.753 1.358 -1.43
C 0.331 3.225 2.685 0.48
C -0.265 2.798 3.863 -0.65
C 0.285 3.107 5.102 -0.58
C 1.475 3.826 5.159 -0.38
C 2.090 4.248 3.992 -0.91
C 1.525 3.986 2.734 1.59
H 1.584 4.792 0.704 0.12
H 3.215 4.585 1.499 0.26
H -0.875 1.939 1.458 0.54
H -0.558 3.539 0.715 0.53
H -1.153 2.178 3.803 0.49
H -0.193 2.761 6.011 0.41
H 1.928 4.052 6.118 0.36
H 3.021 4.803 4.040 0.38
```

=====

Record 4
Density functional theory data (the ωB97M-V functional and the def2-TZVPD basis) for a molecular structure, C24H16IMgN8O2S5.

2S+1: 2
expectation value of S²: 0.807
net charge: -2
HOMO energy (alpha / beta): 0.0 / -2.6 eV
energy: -4001.6268 Eh
relative energy (zero: lowest compared OMol25 entry of this formula, charge and spin): 0.00 kcal/mol
Kohn-Sham gap (alpha / beta): 4.1 / 6.7 eV

Structure (XYZ):
```
57
Properties=species:S:1:pos:R:3:mulliken_charge:R:1
Mg -2.331 -0.229 2.493 0.91
O -3.362 3.619 8.537 -0.62
C -3.022 2.955 7.591 0.59
S -2.633 1.242 7.688 -0.21
C -2.192 0.995 5.992 0.08
C -2.299 2.042 5.145 0.24
S -1.985 2.172 3.486 -0.53
S -2.871 3.554 5.949 -0.20
S -1.415 -0.582 5.858 -0.26
C 1.592 -3.606 1.285 -0.95
N 0.283 -3.049 1.117 1.17
C -0.125 -1.838 1.523 -0.64
N -1.437 -1.740 1.364 0.17
C -1.797 -2.968 0.937 -0.61
N -0.791 -3.783 0.773 -1.15
C 2.606 -3.179 0.249 1.21
C 3.857 -3.802 0.276 -1.04
C 4.835 -3.434 -0.644 -0.42
C 4.590 -2.461 -1.581 -1.21
C 3.338 -1.816 -1.615 -0.12
C 2.350 -2.199 -0.681 -0.27
C 3.100 -0.781 -2.551 0.27
N 3.917 -0.337 -3.489 -0.54
N 3.327 0.677 -4.106 -0.65
C 2.142 0.858 -3.548 0.38
O 1.926 -0.061 -2.539 -0.31
C 1.168 1.841 -3.829 -0.10
C 1.381 2.856 -4.787 -1.23
C 0.419 3.815 -4.989 -0.35
C -0.769 3.814 -4.259 -1.05
C -0.989 2.812 -3.304 1.31
C -2.290 2.847 -2.527 -1.19
N -2.413 1.847 -1.503 0.83
C -1.992 1.861 -0.230 -0.05
N -2.369 0.755 0.374 -0.20
C -3.031 0.078 -0.584 -0.41
N -3.077 0.708 -1.730 -1.02
C -0.043 1.841 -3.100 -0.26
H 1.481 -4.694 1.277 0.40
H 1.938 -3.302 2.283 0.33
H 0.527 -1.023 1.757 0.58
H -2.815 -3.237 0.729 0.45
H 4.064 -4.562 1.016 0.41
H 5.800 -3.921 -0.615 0.36
H 5.334 -2.162 -2.303 0.47
H 1.392 -1.699 -0.715 0.89
H 2.306 2.858 -5.343 0.46
H 0.581 4.597 -5.720 0.34
H -1.516 4.577 -4.423 0.39
H -3.126 2.687 -3.216 0.28
H -2.404 3.831 -2.060 0.41
H -1.448 2.664 0.222 0.47
H -3.477 -0.882 -0.430 0.44
H -0.192 1.055 -2.375 0.76
I -4.898 -0.954 2.563 -0.57
S -0.024 -2.204 4.113 -0.43
C -1.122 -0.954 4.201 0.00
```

=====

Record 5
Density functional theory data (the ωB97M-V functional and the def2-TZVPD basis) for a single C23H23N3O7S molecule.

net charge: 0
HOMO energy: -8.4 eV
energy: -1979.2760 Eh
relative energy (zero: lowest compared OMol25 entry of this formula, charge and spin): 117.42 kcal/mol
structure (SMILES): COc1ccc(N(CC(=O)Nc2ccccc2C)S(=O)(=O)c2ccccc2[N+](=O)[O-])c(OC)c1
Kohn-Sham gap: 7.7 eV

Structure (XYZ):
```
57
Properties=species:S:1:pos:R:3:mulliken_charge:R:1
C -6.899 -1.086 0.471 -0.81
O -6.376 0.007 -0.245 -0.47
C -5.029 0.165 -0.313 0.68
C -4.582 1.288 -1.008 -1.11
C -3.231 1.539 -1.113 -0.04
C -2.303 0.671 -0.557 -0.56
N -0.901 0.933 -0.583 0.60
C -0.325 1.373 -1.837 -0.59
C 1.150 0.957 -1.902 0.17
O 1.990 1.658 -2.428 -0.66
N 1.350 -0.251 -1.337 0.32
C 2.560 -0.903 -1.060 0.61
C 3.785 -0.259 -1.191 -0.71
C 4.955 -0.914 -0.853 -0.76
C 4.912 -2.215 -0.384 -0.71
C 3.692 -2.861 -0.272 -0.86
C 2.505 -2.230 -0.610 0.97
C 1.196 -2.949 -0.498 -1.13
S -0.533 2.012 0.671 1.68
O -1.021 1.504 1.911 -0.71
O -0.951 3.330 0.286 -0.80
C 1.282 2.091 0.731 -0.06
C 1.872 3.199 0.150 -0.40
C 3.238 3.405 0.254 -0.67
C 4.021 2.523 0.983 -0.65
C 3.438 1.430 1.598 -0.46
C 2.072 1.213 1.460 0.18
N 1.521 0.026 2.061 0.82
O 1.994 -0.338 3.112 -0.68
O 0.658 -0.555 1.443 -0.31
C -2.740 -0.469 0.129 -0.33
O -1.782 -1.297 0.603 0.01
C -2.127 -2.222 1.609 -1.06
C -4.106 -0.708 0.253 -0.40
H -7.982 -0.989 0.405 0.24
H -6.598 -1.058 1.523 0.33
H -6.596 -2.040 0.028 0.32
H -5.310 1.956 -1.437 0.46
H -2.885 2.429 -1.615 0.48
H -0.861 0.896 -2.662 0.54
H -0.387 2.461 -1.964 0.41
H 0.529 -0.663 -0.902 0.19
H 3.813 0.752 -1.562 0.57
H 5.901 -0.404 -0.958 0.43
H 5.822 -2.729 -0.114 0.41
H 3.661 -3.881 0.083 0.37
H 1.354 -3.967 -0.150 0.43
H 0.695 -2.989 -1.465 0.32
H 0.537 -2.440 0.204 -0.01
H 1.240 3.897 -0.374 0.47
H 3.687 4.259 -0.228 0.43
H 5.084 2.684 1.073 0.43
H 4.021 0.728 2.174 0.50
H -2.700 -3.064 1.204 0.33
H -2.690 -1.742 2.412 0.46
H -1.181 -2.586 2.007 0.23
H -4.441 -1.581 0.787 0.54
```

=====

Record 6
Density functional theory data (the ωB97M-V functional and the def2-TZVPD basis) for a molecular structure, C44H45BrN6O5S3SiTa.

net charge: -1
HOMO energy: -5.3 eV
energy: -6524.0012 Eh
relative energy (zero: lowest compared OMol25 entry of this formula, charge and spin): 5.95 kcal/mol
Kohn-Sham gap: 7.1 eV

Structure (XYZ):
```
106
Properties=species:S:1:pos:R:3:mulliken_charge:R:1
Ta 1.531 0.064 -0.464 -0.68
O 4.664 -1.669 1.536 -0.64
C 3.737 -0.909 1.393 -0.31
N 2.497 -1.226 0.835 1.06
C 2.044 -2.571 0.928 -0.45
C 2.434 -3.445 1.937 -0.52
C 1.933 -4.735 1.973 -0.88
C 1.045 -5.158 0.993 -0.95
C 0.620 -4.284 0.004 -0.36
C 1.092 -2.967 -0.013 0.37
N 0.696 -1.951 -0.897 1.33
C -0.071 -2.194 -1.966 0.07
O -0.561 -3.256 -2.340 -0.84
C -0.327 -0.956 -2.779 0.47
C -0.877 -1.078 -4.041 -0.73
C -1.110 0.063 -4.782 -0.93
C -0.820 1.294 -4.214 -0.97
C -0.258 1.335 -2.954 -0.92
N 0.018 0.225 -2.250 1.28
C 3.749 0.487 1.956 0.58
C 4.857 1.022 2.587 -1.01
C 4.727 2.279 3.155 -0.47
C 3.507 2.938 3.072 -1.06
C 2.471 2.333 2.378 -0.13
N 2.592 1.129 1.830 0.36
H 3.143 -3.120 2.684 0.53
H 2.244 -5.409 2.763 0.40
H 0.669 -6.174 0.998 0.38
H -0.082 -4.598 -0.750 0.56
H -1.094 -2.074 -4.396 0.60
H -1.518 -0.002 -5.783 0.47
H -1.011 2.220 -4.738 0.50
H 0.004 2.274 -2.492 0.40
H 5.775 0.451 2.617 0.54
H 5.568 2.746 3.652 0.48
H 3.367 3.917 3.510 0.49
H 1.516 2.827 2.237 0.61
S 1.066 2.598 -0.327 -0.03
C 2.570 3.432 -0.077 -0.37
C 2.568 4.735 0.418 -0.88
C 3.755 5.398 0.687 0.51
C 3.715 6.721 1.256 -0.18
N 3.684 7.778 1.709 -0.59
C 4.979 4.763 0.425 0.79
C 4.984 3.475 -0.087 -1.51
C 3.791 2.788 -0.316 1.23
S 3.812 1.175 -0.956 -0.30
C 6.230 5.417 0.715 -0.18
N 7.230 5.932 0.956 -0.59
H 1.624 5.225 0.622 0.58
H 5.926 2.986 -0.297 0.54
C -4.089 -2.054 -2.463 -1.63
C -4.136 -0.849 -1.513 2.05
C -5.284 -1.019 -0.517 -1.45
C -4.315 0.452 -2.283 -1.48
O -2.853 -0.783 -0.856 0.38
Si -2.519 -0.194 0.635 -1.52
S -0.482 0.142 1.015 0.26
O -3.139 -1.154 1.812 0.33
C -2.879 -2.507 2.212 1.98
C -4.051 -2.887 3.106 -2.05
C -1.573 -2.592 2.990 -1.29
C -2.825 -3.410 0.987 -1.23
O -3.348 1.218 0.743 0.61
C -3.365 2.280 1.703 1.90
C -2.309 3.304 1.309 -1.25
C -3.104 1.749 3.110 -1.62
C -4.758 2.886 1.617 -1.99
H -5.041 -2.589 -2.460 0.41
H -3.302 -2.741 -2.155 0.22
H -3.881 -1.746 -3.489 0.36
H -6.227 -0.983 -1.067 0.61
H -5.287 -0.223 0.230 -0.05
H -5.223 -1.977 0.000 0.32
H -5.191 0.386 -2.933 0.46
H -3.433 0.636 -2.902 0.18
H -4.437 1.291 -1.595 0.01
H -4.066 -2.253 3.995 0.36
H -3.969 -3.931 3.419 0.36
H -4.992 -2.753 2.569 0.39
H -1.603 -1.919 3.850 0.23
H -0.724 -2.315 2.364 -0.02
H -1.421 -3.615 3.343 0.49
H -3.751 -3.346 0.413 0.10
H -2.672 -4.448 1.292 0.70
H -2.000 -3.125 0.333 0.17
H -1.312 2.867 1.360 -0.09
H -2.355 4.171 1.973 0.49
H -2.480 3.637 0.283 0.23
H -2.096 1.336 3.182 0.20
H -3.815 0.958 3.353 0.30
H -3.204 2.558 3.837 0.53
H -4.950 3.235 0.600 0.35
H -4.852 3.732 2.302 0.42
H -5.510 2.138 1.876 0.41
Br 4.858 -2.644 -6.025 -0.25
C 3.971 -1.874 -4.526 -0.03
C 4.001 -2.520 -3.307 -0.88
C 3.322 -1.960 -2.227 -0.21
C 2.609 -0.762 -2.333 0.86
C 2.655 -0.125 -3.577 0.04
C 3.306 -0.670 -4.674 -0.82
H 4.541 -3.450 -3.191 0.48
H 3.362 -2.498 -1.288 0.18
H 2.182 0.842 -3.709 0.41
H 3.313 -0.153 -5.626 0.44
```